No. 1
The following is a DFT calculation (ωB97M-V/def2-TZVPD) of a structure of composition C14H24BiClN5O6 at a distorted geometry.

Calculated values
**Charge**: +1
**Electronic energy**: -52990.046 eV
**Frontier orbital gap (spin up / spin down)**: 5.98 / 6.09 eV
**HOMO energy (spin up / spin down)**: -0.429 / -0.437 Ha
**Energy above the lowest of the compared OMol25 structures with the same formula, charge and spin**: 0.628 eV
**LUMO (spin up / spin down)**: -5.7 / -5.8 eV

Each line ends with the natural charge from an NBO analysis.
Element x y z (Å)
O  0.14635  -1.34270  -3.24607  -1.20
H  -0.52441  -1.61614  -3.92969  0.48
Bi  -0.47201  0.07700  -1.37641  1.79
N  1.52003  -1.65810  -0.78487  0.08
N  -1.03641  -1.94581  -0.21228  -0.11
N  0.17096  2.43444  -0.73053  -0.18
N  -1.65454  1.21496  0.59649  -0.15
O  2.59410  -1.36944  -1.32900  -0.12
O  1.39143  2.96021  -1.13501  -0.54
O  -2.44961  0.50509  1.46281  -0.54
O  -2.01701  -2.03760  0.62407  -0.35
C  -0.39836  -3.07532  -0.66359  0.21
C  0.91284  -2.87553  -1.15459  0.22
C  -0.46273  3.18184  0.16503  0.22
C  -1.51595  2.50861  0.90310  0.21
C  1.64211  -3.73648  -2.09268  -0.69
H  1.55482  -3.32663  -3.11326  0.30
H  1.21695  -4.74140  -2.08836  0.24
H  2.70448  -3.76484  -1.80619  0.26
C  -1.09845  -4.37626  -0.73271  -0.68
H  -2.07010  -4.28751  -1.23277  0.26
H  -1.27906  -4.75311  0.28160  0.27
H  -0.50366  -5.11548  -1.27882  0.24
C  -0.02269  4.56295  0.46666  -0.69
C  -2.31973  3.26909  1.91997  -0.69
H  0.64670  4.92178  -0.32226  0.27
H  0.52760  4.60382  1.41561  0.25
H  -0.88582  5.22957  0.55490  0.25
H  -2.88206  2.59139  2.57005  0.27
H  -3.04434  3.95174  1.43561  0.26
H  -1.65908  3.89760  2.54452  0.24
H  1.68283  2.37794  -1.87079  0.52
H  -2.29831  -0.45707  1.19799  0.50
C  -2.40922  0.27590  -2.46713  -1.10
H  -2.28498  -0.06042  -3.49889  0.24
H  -2.68971  1.34004  -2.46192  0.24
H  -3.17463  -0.31948  -1.95002  0.24
O  1.14000  0.93780  -3.39846  -1.04
H  0.80248  -0.07309  -3.51738  0.51
H  0.85947  1.41656  -4.21380  0.49
Cl  3.43904  2.21089  3.80008  0.05
C  2.45980  0.89108  3.33983  -0.08
C  2.36718  -0.25243  4.14676  -0.19
C  1.53957  -1.29093  3.73176  -0.23
C  0.83863  -1.13788  2.52064  0.02
N  0.95216  -0.06136  1.75706  -0.45
C  1.73152  0.94650  2.13776  0.01
H  2.94069  -0.30464  5.07631  0.25
H  1.40068  -2.21708  4.29559  0.24
H  0.16528  -1.92255  2.17235  0.19
H  1.80517  1.81248  1.49093  0.20

***

No. 2
The following is a DFT calculation (ωB97M-V/def2-TZVPD) of a cluster of 11 separate species, C14H24Cl21F3O3 in total at a distorted geometry.

Calculated values
**Electronic energy**: -292173.191 eV
**Frontier orbital gap**: 10.48 eV
**SMILES**: O=C(COC(F)(F)F)OCCl.ClCCl.ClCCl.ClCCl.ClCCl.ClCCl.ClCCl.ClCCl.ClCCl.ClCCl.ClCCl
**HOMO energy**: -0.379 Ha
**LUMO**: 0.1 eV

Each line ends with the natural charge from an NBO analysis.
Element x y z (Å)
O  -2.35374  3.39332  2.22694  -0.56
C  -1.83718  3.52716  1.19031  0.79
C  -0.37291  3.88685  1.16712  -0.20
O  0.19180  3.93961  -0.14748  -0.50
C  0.53898  2.77383  -0.67584  1.16
F  -0.00097  2.66934  -1.87251  -0.32
F  0.13606  1.73775  0.01418  -0.32
F  1.82268  2.67293  -0.85357  -0.32
O  -2.44153  3.41928  -0.00540  -0.51
C  -3.30245  2.30700  -0.08029  -0.07
Cl  -4.65399  2.74298  -1.18133  -0.06
H  0.17678  3.27493  1.86781  0.23
H  -0.32329  4.89737  1.55123  0.24
H  -2.83356  1.44606  -0.52946  0.20
H  -3.76670  2.05539  0.86275  0.22
Cl  1.75513  -1.11721  -2.89486  -0.03
C  3.13897  -0.22352  -2.25075  -0.39
Cl  4.14342  -1.24415  -1.21457  -0.03
H  3.74093  0.13106  -3.07934  0.23
H  2.77382  0.61217  -1.66758  0.23
Cl  6.66405  -3.29061  2.83723  -0.03
C  6.42618  -2.23535  1.43772  -0.40
Cl  7.89548  -2.08631  0.47020  -0.02
H  5.64318  -2.65670  0.81678  0.22
H  6.13788  -1.25121  1.78850  0.22
Cl  -1.69370  -5.05099  -1.64376  -0.03
C  -0.36701  -4.05271  -1.03043  -0.39
Cl  0.68287  -4.96594  0.06482  -0.03
H  0.22604  -3.70539  -1.86856  0.23
H  -0.78525  -3.21158  -0.49717  0.22
Cl  -8.48374  2.66819  -0.61246  -0.02
C  -8.78626  3.74944  -1.97963  -0.39
Cl  -7.34281  3.97943  -2.97567  -0.02
H  -9.56790  3.31651  -2.59291  0.22
H  -9.09968  4.71473  -1.59957  0.22
Cl  1.10477  -1.60100  0.56807  -0.03
C  0.24202  -1.80849  2.09699  -0.40
Cl  0.98682  -0.87625  3.40021  -0.02
H  -0.78105  -1.47140  1.96950  0.22
H  0.26015  -2.86025  2.36304  0.23
Cl  -4.01037  -0.36291  -2.04983  -0.03
C  -5.10658  -1.20703  -0.94258  -0.39
Cl  -6.32268  -0.11729  -0.27006  -0.01
H  -5.60992  -1.99823  -1.48554  0.23
H  -4.52336  -1.62469  -0.12964  0.22
Cl  -5.21089  1.56517  3.10589  -0.02
C  -4.37693  1.55423  4.66216  -0.40
Cl  -4.26495  -0.07778  5.33463  -0.03
H  -3.37472  1.94255  4.51801  0.23
H  -4.92689  2.17981  5.35543  0.22
Cl  9.38808  -3.44249  -4.20762  -0.03
C  8.23660  -4.21895  -3.11013  -0.40
Cl  7.03386  -3.07147  -2.50708  -0.03
H  7.72578  -5.01038  -3.64198  0.23
H  8.77946  -4.62770  -2.26641  0.22
Cl  7.97111  -7.39614  -3.27623  -0.03
C  7.07002  -7.58399  -1.76241  -0.40
Cl  7.78079  -6.64038  -0.44770  -0.02
H  6.05214  -7.24649  -1.92147  0.23
H  7.07893  -8.63102  -1.48354  0.23
Cl  -1.66731  6.85320  3.13115  -0.03
C  -3.16436  7.24482  2.27234  -0.39
Cl  -3.22007  6.51792  0.66272  -0.01
H  -4.00201  6.87126  2.84989  0.23
H  -3.23004  8.32170  2.16973  0.22

***

No. 3
The following is a DFT calculation (ωB97M-V/def2-TZVPD) of a structure of composition C14H24EuN5O10P2S.

Calculated values
**Charge**: -1
**Electronic energy**: -91583.003 eV
**Frontier orbital gap (spin up / spin down)**: 5.34 / 5.99 eV
**HOMO energy (spin up / spin down)**: -0.099 / -0.123 Ha
**Energy above the lowest of the compared OMol25 structures with the same formula, charge and spin**: 0.000 eV
**Spin multiplicity**: 8
**LUMO (spin up / spin down)**: 2.7 / 2.7 eV

Each line ends with the Mulliken spin population.
Element x y z (Å)
Eu  0.13452  -0.40444  -0.27407  6.96
C  1.73763  -3.17834  4.20092  0.00
C  1.58094  -2.04636  3.20752  0.00
O  2.55862  -1.02683  3.46587  0.00
P  0.01687  -1.13241  3.41244  0.00
O  -1.23504  -2.10716  3.62454  0.00
O  0.10313  -0.53254  4.90109  0.00
O  -0.20934  -0.12268  2.36059  0.01
P  1.74125  -2.63880  1.44023  0.00
O  0.13479  -2.86674  1.19311  0.00
O  2.48883  -3.90296  1.31700  0.00
O  2.13059  -1.37774  0.71910  0.01
H  1.71087  -2.80706  5.22715  0.00
H  2.68621  -3.68098  4.01755  0.00
H  0.93636  -3.90654  4.07587  0.00
H  2.73564  -0.63101  2.59204  0.00
H  -1.65128  -2.22828  2.74681  0.00
H  0.97280  -0.11162  4.98439  0.00
H  -0.02514  -3.66690  0.67633  0.00
O  0.86975  1.93521  0.30724  0.00
N  0.90534  2.61112  -0.75694  0.00
N  -0.08066  2.40752  -1.56538  0.00
O  -1.08890  1.57923  -1.34492  0.01
C  -0.03122  3.08905  -2.81023  0.00
C  -0.84616  2.62490  -3.83903  0.00
C  -0.81222  3.26193  -5.06866  0.00
C  0.01895  4.35225  -5.27958  0.00
C  0.81954  4.80486  -4.24148  0.00
C  0.80126  4.18411  -3.00408  0.00
H  -1.47204  1.76769  -3.64501  0.00
H  -1.44231  2.89082  -5.86678  0.00
H  0.04785  4.84306  -6.24299  0.00
H  1.46974  5.65857  -4.38737  0.00
H  1.42766  4.53373  -2.19876  0.00
N  0.53159  -4.18546  -2.98146  0.00
C  0.54081  -2.96384  -2.38961  0.00
O  -0.37533  -2.66727  -1.61844  0.00
C  1.69988  -2.06165  -2.74656  0.01
C  1.39779  -0.56333  -2.64495  0.00
H  -0.17171  -4.84720  -2.70575  0.00
H  1.30603  -4.46459  -3.55402  0.00
H  2.08920  -2.40052  -3.72496  0.00
H  2.49034  -2.32566  -2.02831  0.00
H  0.84750  -0.25224  -3.54793  0.00
H  2.35878  -0.03042  -2.68382  0.00
S  -2.98322  -1.25098  0.57707  0.00
C  -2.93418  0.18924  1.46410  0.00
N  -3.30615  0.30986  2.76668  0.00
C  -2.71650  1.50956  3.34936  0.00
C  -2.35667  2.33444  2.09588  0.00
N  -2.47045  1.35477  1.03347  0.00
H  -3.38550  -0.54289  3.29398  0.00
H  -1.81895  1.26335  3.92234  0.00
H  -3.42556  2.02545  3.99742  0.00
H  -1.33760  2.72122  2.13904  0.00
H  -3.04741  3.16859  1.94172  0.00
H  -2.06748  1.50489  0.10024  0.00

***

No. 4
The following is a DFT calculation (ωB97M-V/def2-TZVPD) of a structure of composition C14H24F6N3O5OsS2Si2.

Calculated values
**Charge**: +1
**Electronic energy**: -85809.359 eV
**Frontier orbital gap (spin up / spin down)**: 7.27 / 7.28 eV
**HOMO energy (spin up / spin down)**: -0.445 / -0.444 Ha
**LUMO (spin up / spin down)**: -4.8 / -4.8 eV

Each line ends with the natural charge from an NBO analysis.
Element x y z (Å)
Os  0.06171  0.06404  0.44827  1.44
F  -3.88375  1.66351  1.18823  -0.30
C  -4.39231  0.50131  0.80166  0.76
F  -4.84178  0.59485  -0.43716  -0.29
F  -5.36090  0.13902  1.61843  -0.28
S  -3.06103  -0.77910  0.83591  2.24
O  -2.02392  -0.21707  -0.05542  -0.94
O  -3.64251  -2.01304  0.46141  -0.84
N  -2.57914  -0.76762  2.35317  -1.17
S  -1.25103  -0.09063  2.73169  2.16
O  -0.99595  1.24591  2.15936  -0.89
O  -0.03588  -0.89787  2.43053  -0.88
C  -1.40105  0.10175  4.56807  0.80
F  -1.66830  -1.06615  5.10770  -0.27
F  -2.36871  0.96340  4.79694  -0.27
F  -0.24827  0.56741  5.01062  -0.28
C  2.86200  1.87349  2.12880  -0.66
C  3.06749  0.52526  1.51981  0.29
C  4.25434  -0.20167  1.63124  -0.26
C  4.35468  -1.45698  1.05764  -0.10
C  3.29165  -2.01731  0.34730  -0.27
C  2.16525  -1.24108  0.24348  0.37
N  2.07811  -0.02100  0.82610  -0.44
N  0.90630  -1.42969  -0.32787  -0.75
Si  0.40844  -2.64525  -1.58714  1.77
C  1.83795  -2.72273  -2.77028  -1.13
C  0.12379  -4.24172  -0.68993  -1.14
C  -1.11546  -1.99685  -2.41400  -1.14
H  3.52930  2.59979  1.66343  0.25
H  3.09106  1.85026  3.19399  0.25
H  1.83523  2.20633  1.98996  0.23
H  5.08474  0.22069  2.17882  0.24
H  5.27226  -2.01936  1.16757  0.24
H  3.34744  -3.00375  -0.08773  0.25
H  2.75791  -3.09168  -2.31638  0.24
H  2.04344  -1.75115  -3.22346  0.25
H  1.57476  -3.41267  -3.57622  0.26
H  1.04808  -4.65352  -0.28016  0.25
H  -0.30426  -4.99159  -1.35816  0.26
H  -0.57919  -4.09516  0.13333  0.25
H  -1.06721  -0.91982  -2.58092  0.25
H  -2.01492  -2.21604  -1.83984  0.26
H  -1.21691  -2.48018  -3.38849  0.26
C  0.74626  3.53004  -2.53680  -1.14
Si  -0.62064  2.65668  -1.64041  1.86
C  -1.42455  3.72071  -0.34233  -1.14
C  -1.83862  1.88420  -2.81078  -1.15
O  0.15283  1.41791  -0.78438  -0.95
H  0.34551  4.25756  -3.24563  0.25
H  1.35158  2.81511  -3.09763  0.25
H  1.39757  4.06098  -1.84047  0.25
H  -1.54261  4.75011  -0.68496  0.26
H  -0.81248  3.73964  0.56182  0.24
H  -2.41216  3.34174  -0.07458  0.25
H  -2.41760  2.63227  -3.35533  0.26
H  -2.53866  1.25492  -2.25849  0.24
H  -1.32991  1.26178  -3.55032  0.24

***

Q: What is the electronic energy in the third record?
A: -91583.003 eV